1.
One molecule with the formula C14H20N2O6S2 at a distorted geometry, computed with ωB97M-V/def2-TZVPD.

As for the SMILES: CCOC(=O)[C@H]1CCCN(S(=O)(=O)c2ccc(S(N)(=O)=O)cc2)C1. Its total energy is -1902.80836 Ha. The value obtained for the HOMO-LUMO gap is 9.5 eV. The value obtained for the highest occupied orbital energy is -9.44 eV.

Structure (XYZ):
```
44
Properties=species:S:1:pos:R:3:forces:R:3:lowdin_charge:R:1
S -2.066373 -0.946130 2.010940 -0.242 0.089 -0.102 0.675
S 3.514651 -0.616996 -0.893511 0.544 -0.525 0.163 0.606
O 3.275832 -0.853119 -2.288356 -0.158 -0.328 0.141 -0.297
O -2.538802 -2.299046 2.033089 0.081 -0.033 -0.299 -0.277
O -0.176282 2.391613 0.402685 0.082 0.229 0.004 0.110
O -0.035516 1.593582 -1.691042 -0.094 -0.116 -0.327 0.006
O -1.979984 -0.211739 3.235639 0.255 0.239 -0.141 -0.268
O 4.173040 0.592424 -0.495974 -0.140 -0.107 0.355 -0.291
N 4.373900 -1.926224 -0.290992 -0.469 0.576 -0.256 -0.050
N -3.043065 -0.112180 0.976710 0.639 -0.656 0.578 -0.240
C -0.434163 -0.927589 1.253521 -0.476 0.095 0.425 -0.240
C 1.436091 3.292719 -2.607809 -0.193 -0.367 0.222 -0.044
C -3.805970 -0.218704 -1.363290 0.259 0.048 0.118 -0.152
C -0.680032 1.883414 -0.565875 -0.367 0.090 0.233 -0.466
C 1.336144 1.997087 -1.817314 0.469 0.310 0.053 -0.206
C -2.157356 1.523787 -0.663712 0.151 -0.163 0.062 -0.167
C -3.912261 -0.801785 0.050595 -0.455 -0.468 -0.175 -0.181
C -2.784258 1.277036 0.729125 0.254 0.649 0.054 -0.127
C 0.527621 -0.067572 1.748025 0.017 -0.088 0.101 -0.035
C -0.194984 -1.740545 0.159381 0.196 -0.151 -0.128 -0.047
C -2.402832 0.331586 -1.596454 -0.265 0.090 -0.116 -0.142
C 1.974410 -0.770823 -0.009534 0.369 0.229 -0.160 -0.286
C 1.026413 -1.654081 -0.489156 -0.261 -0.116 -0.046 -0.034
C 1.755785 0.007327 1.109686 0.048 0.018 0.022 -0.036
H -2.633392 2.411936 -1.096487 0.036 -0.037 0.006 0.160
H -0.958546 -2.433340 -0.158615 -0.034 -0.094 -0.132 0.122
H -2.281480 0.645702 -2.632895 0.079 -0.075 0.034 0.123
H -1.665775 -0.447831 -1.397971 -0.006 0.040 -0.090 0.101
H 0.935482 4.098471 -2.075433 -0.008 0.096 0.028 0.080
H 1.843593 1.179724 -2.333692 -0.147 0.109 0.049 0.105
H 0.976776 3.175480 -3.586051 -0.010 0.024 -0.108 0.079
H -3.621452 -1.852447 0.075348 -0.180 0.024 -0.151 0.109
H 5.143537 -1.641985 0.292337 0.120 0.180 0.156 0.068
H 0.295233 0.534270 2.611491 0.050 0.116 0.056 0.124
H -4.947636 -0.735907 0.409587 0.096 -0.092 -0.040 0.126
H 2.530840 0.678362 1.443344 0.011 0.134 0.095 0.124
H -3.727052 1.827953 0.816235 0.104 -0.026 0.050 0.138
H -2.110877 1.629367 1.512280 -0.138 0.236 -0.101 0.119
H -4.529925 0.588355 -1.488594 -0.078 0.004 -0.066 0.115
H 1.251079 -2.237022 -1.367792 -0.091 -0.131 -0.099 0.122
H 4.669795 -2.558244 -1.016568 -0.035 -0.074 -0.266 0.068
H 1.765687 2.123025 -0.820207 -0.053 -0.074 -0.171 0.110
H 2.482966 3.549981 -2.734806 0.130 0.074 -0.038 0.081
H -4.037960 -0.992530 -2.094846 -0.092 0.022 0.011 0.115
```
Forces are in eV/Å.

2.
One molecule with the formula C14H20N2O7 at a distorted geometry, computed with ωB97M-V/def2-TZVPD.

As for the SMILES: CCOc1ccc(N[C@@H]2O[C@H](C)[C@@H](O)[C@H](O)[C@@H]2O)c([N+](=O)[O-])c1. Its total energy is -1181.55484 Ha. The value obtained for the HOMO-LUMO gap is 7.4 eV. The value obtained for the highest occupied orbital energy is -7.71 eV.

Structure (XYZ):
```
43
Properties=species:S:1:pos:R:3:forces:R:3:lowdin_charge:R:1
O 3.679082 -1.431012 -2.118230 0.045 -0.003 -0.294 -0.003
O 0.497859 2.726844 -0.311655 0.049 0.114 -0.009 0.037
O -1.319716 3.461794 -1.171517 0.021 0.077 0.014 0.080
O 2.588022 -0.418470 1.651033 0.177 0.074 0.106 -0.031
O -4.747389 0.200953 -0.798385 -0.045 0.199 -0.124 -0.052
O 4.972714 0.668095 -0.898493 0.431 0.227 -0.089 0.006
O 1.143727 -0.993022 -1.522964 -0.019 0.034 -0.363 0.004
N 0.624154 0.315787 0.621346 0.641 0.467 0.298 0.119
N -0.690800 2.584761 -0.611086 0.367 0.858 -0.291 -0.327
C -5.601895 -0.889598 -0.518280 -0.246 -0.203 0.217 -0.249
C -1.342251 1.366562 -0.311111 -0.780 -1.317 0.220 -0.076
C 3.569421 0.466174 1.103408 0.218 0.293 -0.103 -0.302
C -0.670574 0.241681 0.233627 -0.170 0.397 -0.055 -0.169
C 3.706711 0.288629 -0.414437 -0.426 -0.674 0.208 -0.290
C -1.439210 -0.924116 0.391426 0.129 0.121 -0.021 0.004
C 3.361219 1.925444 1.507056 0.014 -0.440 0.005 -0.004
C -2.702791 1.300079 -0.627440 -0.149 -0.163 0.024 0.087
C 1.499620 -0.796582 0.863217 -0.548 -0.525 -0.179 -0.266
C -5.980587 -0.978398 0.957463 0.196 0.118 -0.352 -0.064
C 3.420720 -1.180754 -0.757824 -0.096 0.400 0.408 -0.268
C -3.437169 0.146293 -0.437581 0.496 0.176 0.096 -0.263
C 1.937292 -1.480744 -0.477881 0.425 -0.262 0.179 -0.236
C -2.773529 -0.978156 0.072216 -0.218 0.148 -0.127 0.003
H 4.259024 2.487829 1.263191 0.081 0.087 -0.026 0.089
H 3.185958 1.981179 2.577638 0.000 0.055 0.104 0.090
H -5.159818 -1.831194 -0.867270 -0.040 0.091 -0.038 0.115
H 1.077749 1.183109 0.344496 -0.236 -0.303 0.067 0.085
H 5.658652 0.245676 -0.366441 -0.040 -0.004 0.004 0.112
H 4.052556 -1.830605 -0.130201 -0.098 0.121 -0.028 0.168
H -3.295912 -1.910568 0.216593 -0.069 -0.081 0.028 0.110
H -6.447166 -0.048714 1.272740 -0.054 0.063 0.049 0.080
H 2.524434 2.384405 0.988950 -0.062 0.061 -0.025 0.060
H -6.494307 -0.689084 -1.117328 0.138 -0.116 0.040 0.123
H -0.965276 -1.812853 0.772482 0.052 -0.111 0.034 0.110
H 4.503593 0.114443 1.570302 -0.085 0.053 -0.171 0.157
H -3.184329 2.173093 -1.038324 -0.023 0.008 -0.013 0.132
H 2.997663 0.925758 -0.955314 -0.003 -0.077 0.065 0.170
H -5.103133 -1.148221 1.576822 0.028 -0.040 0.100 0.066
H 1.640746 -1.161377 -2.338805 -0.056 0.013 0.085 0.105
H 1.808839 -2.570935 -0.389815 0.028 0.156 0.067 0.156
H -6.682237 -1.794318 1.107180 -0.074 -0.101 0.053 0.077
H 0.980166 -1.529671 1.491324 0.048 0.118 -0.194 0.153
H 4.348184 -0.790181 -2.402141 -0.043 -0.109 0.031 0.104
```
Forces are in eV/Å.

3.
One molecule with the formula C14H20N4O2, computed with ωB97M-V/def2-TZVPD.

As for the SMILES: CC(=O)c1cccc(NC(=O)NN2CCN(C)CC2)c1. Its total energy is -914.98007 Ha. The value obtained for the HOMO-LUMO gap is 8.9 eV. The value obtained for the highest occupied orbital energy is -8.67 eV.

Structure (XYZ):
```
40
Properties=species:S:1:pos:R:3:forces:R:3:lowdin_charge:R:1
O -3.703508 0.591641 -1.732447 0.008 0.011 0.033 0.085
O 2.857491 3.130661 -0.621883 0.188 0.141 -0.105 0.059
N 2.652338 1.008845 0.117673 0.468 -0.441 0.219 0.088
N 1.319999 -2.904591 -0.383365 0.000 0.034 0.006 -0.226
N 0.768095 2.333178 -0.320383 -0.112 0.274 -0.341 0.148
N 1.903257 -0.170135 0.025987 0.329 0.035 -0.282 -0.188
C -4.765526 -0.435127 0.131838 -0.124 0.061 -0.290 -0.017
C -1.393273 1.277745 -0.370811 0.160 0.030 0.115 0.043
C -2.389410 0.502509 0.220519 0.512 0.173 0.189 -0.162
C -2.184524 -0.005935 1.501785 -0.217 0.014 -0.311 -0.040
C -0.026869 1.055408 1.587215 -0.317 0.081 0.023 -0.023
C -0.205519 1.545141 0.294791 -0.616 -0.259 0.285 -0.241
C 2.364796 -1.169909 0.967552 -0.211 -0.066 0.267 -0.156
C 0.470959 -4.074182 -0.427284 0.048 0.033 -0.002 -0.100
C 0.886391 -1.889538 -1.325038 0.199 0.088 -0.119 -0.181
C 1.873660 -0.729694 -1.316227 -0.207 -0.041 -0.202 -0.141
C -1.008007 0.278412 2.173459 0.196 0.109 0.070 -0.076
C -3.621975 0.253069 -0.572644 -0.329 -0.164 0.045 -0.405
C 2.135460 2.214128 -0.288954 -0.079 0.072 -0.052 -0.550
C 1.385239 -2.337641 0.950357 0.237 0.042 0.019 -0.184
H -2.931079 -0.620213 1.979331 -0.105 -0.045 0.039 0.104
H 0.850940 -2.331234 -2.323140 -0.043 0.040 0.010 0.124
H 3.372061 -1.534130 0.704029 -0.020 0.037 0.049 0.125
H 0.445332 3.127822 -0.854581 0.181 -0.059 0.115 0.159
H -5.035629 0.108720 1.033903 -0.013 -0.013 0.126 0.088
H 2.868873 -1.090139 -1.625774 -0.037 0.056 -0.002 0.127
H 0.858387 -4.821325 0.263715 -0.043 -0.080 0.014 0.084
H -0.117538 -1.503188 -1.072674 0.001 -0.023 -0.041 0.124
H 0.879512 1.292025 2.120713 0.127 0.011 0.069 0.117
H -5.621720 -0.480507 -0.536328 0.023 0.005 -0.016 0.084
H 2.398928 -0.724230 1.962828 0.019 0.009 -0.013 0.119
H 0.488623 -4.488523 -1.433935 -0.052 -0.074 -0.025 0.084
H -4.476916 -1.447378 0.407407 0.017 -0.088 0.100 0.086
H -0.858351 -0.103019 3.173079 0.026 -0.030 0.078 0.109
H 1.543062 0.045295 -2.011205 0.019 -0.018 0.021 0.126
H 0.396158 -1.976352 1.284170 0.049 -0.049 0.012 0.114
H -0.573188 -3.851012 -0.156838 -0.040 -0.004 0.010 0.087
H -1.565313 1.660661 -1.366314 0.020 0.003 -0.114 0.126
H 3.656092 0.940563 -0.058579 -0.230 0.055 -0.024 0.158
H 1.729185 -3.111186 1.640839 -0.033 0.038 0.023 0.123
```
Forces are in eV/Å.